Entry 1:
This record from OMol25 describes the molecule C16H19F2NO2S in a non-equilibrium geometry. The level of theory is wB97M-V/def2-TZVPD.

Geometry as XYZ:
```
41
Properties=species:S:1:pos:R:3
S -0.417 0.971 6.895
F -3.084 0.818 6.477
F -1.958 2.870 6.095
O 1.595 0.370 -4.373
O -1.047 -2.035 -1.448
N -0.568 0.081 -2.458
C 1.047 -0.890 -4.366
C -0.705 -0.987 -1.289
C 2.529 0.239 -1.990
C -0.336 1.293 4.084
C -0.692 -0.838 -3.857
C 0.168 1.205 -2.538
C -0.471 0.475 5.038
C -0.573 0.890 2.865
C 0.682 -1.430 -5.789
C -0.232 -1.071 4.754
C -0.346 -0.771 1.131
C -0.324 -0.395 2.438
C -0.356 -1.457 3.527
C -0.523 -0.228 -0.059
C 1.479 1.187 -3.097
C -1.958 1.941 6.889
H 0.151 1.422 -1.457
H -0.188 -2.503 3.272
H -0.582 1.749 1.920
H 2.643 0.962 -1.081
H 0.311 -2.368 -5.744
H 1.968 -0.591 -1.623
H -0.829 -1.850 -3.558
H 0.171 -0.749 -6.444
H 1.443 -1.816 -3.754
H -0.531 2.353 4.315
H 3.310 -0.063 -2.382
H -0.283 -2.013 1.018
H -1.174 -0.185 -4.420
H -0.849 0.975 -0.030
H -2.156 2.042 7.989
H -0.604 1.858 -3.187
H -0.610 -1.698 5.588
H 1.765 -1.742 -6.157
H 2.135 1.980 -3.195
```

HOMO-LUMO gap, eV: 7.241
Largest force on an atom, eV/Å: 12.74
Energy, eV: -38743.56864
LUMO energy, eV: -0.69
Energy above the lowest of the compared OMol25 structures with the same formula, charge and spin, kcal per mole: 278.37

---

Entry 2:
This record from OMol25 describes C29H32N5O7OsS4 as an isolated structure in a non-equilibrium geometry. The level of theory is wB97M-V/def2-TZVPD.

Geometry as XYZ:
```
78
Properties=species:S:1:pos:R:3
Os -0.388 0.333 -0.277
S 1.416 0.899 -3.189
S 3.277 -0.280 0.892
S -2.564 0.569 -4.046
S -1.774 3.441 -2.556
O -1.628 -1.020 3.303
O -2.430 1.357 0.450
O 1.923 -0.530 0.266
O -1.520 3.364 -3.972
O -1.060 4.388 -1.756
O 1.136 1.035 -1.688
O -4.531 0.446 0.300
N -7.589 3.475 -1.708
N -1.387 1.950 -1.929
N -1.323 -0.727 1.028
N -1.429 -0.317 -1.917
N 0.279 1.285 1.535
C 4.214 -4.079 -0.050
C 0.216 0.297 2.619
C -4.004 3.610 -1.010
C 3.539 -2.871 0.073
C 1.299 -3.471 -4.489
C -6.240 3.515 -1.908
C 1.511 -2.453 -5.411
C -3.495 3.565 -2.305
C 4.903 0.406 -1.399
C 1.105 -1.841 -2.729
C 1.332 -0.838 -3.652
C -1.736 0.834 -2.539
C 1.529 -1.132 -4.995
C 5.529 -1.865 1.013
C -1.913 -1.428 -2.587
C -5.712 3.508 -3.207
C -3.340 0.453 0.464
C 3.949 -0.105 -2.479
C -5.362 3.588 -0.814
C 4.206 -1.777 0.597
C -2.550 -1.144 -3.729
C -0.996 -0.555 2.403
C 4.165 0.922 -0.172
C 3.231 1.023 -3.227
C 5.534 -4.182 0.364
C -2.690 -0.996 0.768
C 6.193 -3.074 0.885
C 1.088 -3.164 -3.152
C -4.347 3.522 -3.404
H -7.963 3.407 -0.782
H 6.050 -5.130 0.294
H -3.924 3.512 -4.400
H 5.581 -0.398 -1.119
H -2.877 -1.553 -0.144
H 0.959 -1.604 -1.685
H 3.221 -0.753 -1.992
H -1.760 -2.415 -2.176
H 0.912 -3.954 -2.432
H 6.036 -1.006 1.441
H 0.152 0.749 3.606
H -6.385 3.486 -4.056
H 1.096 -0.341 2.578
H 5.517 1.220 -1.793
H 1.172 1.764 1.545
H 3.432 2.001 -2.785
H -3.213 -1.404 1.626
H 3.700 -4.942 -0.451
H 1.300 -4.503 -4.815
H 1.655 -2.689 -6.457
H -8.215 3.368 -2.483
H -2.995 -1.841 -4.421
H 1.703 -0.333 -5.709
H 3.496 1.065 -4.283
H -5.770 3.612 0.190
H 2.500 -2.773 -0.212
H -0.451 1.985 1.669
H 4.500 -0.724 -3.186
H 3.370 1.622 -0.445
H 7.224 -3.156 1.204
H -3.323 3.648 -0.170
H 4.851 1.422 0.515
```

HOMO-LUMO gap (alpha / beta), eV: 4.863 / 4.854
Largest force on an atom, eV/Å: 3.57
Energy, eV: -98175.01653
LUMO energy (alpha / beta), eV: -4.88 / -4.89
Energy above the lowest of the compared OMol25 structures with the same formula, charge and spin, kcal per mole: 82.48
Total charge: +1

---

Entry 3:
This record from OMol25 describes an isolated ion of composition C20H34NO2 and charge +1. The level of theory is wB97M-V/def2-TZVPD.

Geometry as XYZ:
```
57
Properties=species:S:1:pos:R:3
O 0.754 -0.284 0.911
O 0.905 2.349 1.633
N -0.634 2.977 -0.385
C 1.239 0.077 2.189
C 0.085 4.079 0.301
C 0.005 1.160 -1.948
C -1.337 0.476 -2.201
C -0.040 -1.431 0.848
C -2.163 -2.432 1.423
C -0.614 -3.571 0.005
C -2.101 3.199 -0.359
C -1.267 -1.389 1.508
C 0.328 -2.542 0.086
C -2.908 2.204 -1.193
C 2.279 -4.061 -0.179
C 1.344 3.501 0.953
C -0.090 2.668 -1.734
C 2.688 -1.646 -0.454
C -2.397 0.762 -1.140
C 1.348 -2.835 -2.166
C 1.644 -2.746 -0.661
C -1.831 -3.532 0.652
C 1.913 1.434 2.031
H 1.668 -4.924 -0.424
H 2.103 3.235 0.203
H -3.107 -2.384 1.944
H -2.296 4.214 -0.715
H 0.937 -1.895 -2.529
H 1.785 4.234 1.640
H 2.685 1.369 1.255
H -2.949 2.523 -2.236
H -2.413 3.135 0.686
H -1.723 0.774 -3.178
H -1.514 -0.517 2.097
H 0.479 0.708 -1.074
H -0.559 4.472 1.090
H -0.384 -4.445 -0.583
H 2.963 -1.556 0.593
H 2.372 1.749 2.974
H -3.930 2.243 -0.816
H 0.909 3.100 -1.807
H -3.238 0.095 -1.328
H 0.639 -3.626 -2.389
H -0.418 2.150 0.211
H -1.163 -0.600 -2.234
H 2.336 -0.685 -0.816
H 0.654 0.978 -2.806
H 3.249 -4.195 -0.651
H 2.266 -3.040 -2.711
H 1.967 -0.659 2.554
H -0.719 3.141 -2.489
H 2.422 -4.040 0.899
H -2.517 -4.360 0.559
H 0.424 0.154 2.918
H 3.586 -1.907 -1.012
H -2.017 0.515 -0.148
H 0.318 4.880 -0.400
```

HOMO-LUMO gap, eV: 9.346
Largest force on an atom, eV/Å: 0.91
Energy, eV: -26870.90796
LUMO energy, eV: -2.13
Energy above the lowest of the compared OMol25 structures with the same formula, charge and spin, kcal per mole: 19.42
Total charge: +1